Record 1
This record from the Open Molecules 2025 dataset describes a 14-piece molecular cluster, C59H87N11O7 overall in a non-equilibrium geometry. The level of theory is ωB97M-V/def2-TZVPD.

Element x y z (Å)
C -17.008 20.347 3.433
C -16.525 20.264 1.989
C -15.722 21.574 1.791
O -16.005 22.314 3.004
C -17.129 21.812 3.753
H -16.334 19.914 4.174
H -17.922 19.763 3.586
H -17.285 20.173 1.217
H -15.815 19.439 1.912
H -16.243 22.151 1.025
H -14.652 21.469 1.635
H -17.978 22.360 3.336
H -17.046 22.061 4.809
C -16.732 17.073 -0.831
C -15.688 16.186 -0.139
C -16.239 15.974 1.282
O -17.642 16.008 1.114
C -18.021 16.780 -0.022
H -16.852 16.847 -1.890
H -16.444 18.122 -0.741
H -14.721 16.692 -0.137
H -15.600 15.225 -0.646
H -15.954 16.790 1.955
H -15.910 15.021 1.692
H -18.512 17.691 0.325
H -18.683 16.264 -0.714
C -20.770 24.143 -1.080
C -20.777 22.804 -1.781
C -21.436 21.846 -0.760
O -22.356 22.704 -0.139
C -22.063 24.087 -0.257
H -20.945 25.068 -1.632
H -19.908 24.277 -0.425
H -19.748 22.585 -2.075
H -21.305 22.865 -2.737
H -20.609 21.463 -0.157
H -21.924 21.044 -1.314
H -22.030 24.545 0.734
H -22.892 24.580 -0.773
C -17.131 24.896 -1.428
C -15.924 24.246 -0.793
O -15.543 23.155 -1.201
N -15.364 24.944 0.204
C -14.057 24.614 0.793
H -16.895 25.369 -2.377
H -17.588 25.537 -0.673
H -17.810 24.063 -1.614
H -15.857 25.726 0.594
H -13.862 25.489 1.411
H -13.302 24.521 0.017
H -14.165 23.717 1.398
C -20.641 17.617 2.503
C -21.470 18.082 1.313
O -21.028 18.927 0.540
N -22.680 17.535 1.133
C -23.660 17.911 0.125
H -19.646 18.050 2.425
H -20.598 16.537 2.628
H -21.016 18.105 3.407
H -22.937 16.829 1.804
H -23.836 16.963 -0.393
H -23.217 18.551 -0.634
H -24.623 18.270 0.478
C -15.608 18.765 -11.317
C -16.403 19.616 -10.363
O -16.195 20.823 -10.282
N -17.412 18.957 -9.753
C -18.355 19.562 -8.822
H -15.554 17.724 -11.007
H -14.631 19.234 -11.415
H -16.050 18.857 -12.311
H -17.624 18.020 -10.047
H -19.339 19.161 -9.083
H -18.581 20.589 -9.110
H -18.102 19.345 -7.790
C -20.914 21.197 -6.946
C -21.130 19.705 -7.146
O -22.018 19.369 -7.928
N -20.258 18.910 -6.540
C -20.143 17.483 -6.825
H -21.418 21.556 -6.046
H -21.298 21.730 -7.809
H -19.847 21.347 -6.763
H -19.701 19.259 -5.761
H -21.082 16.973 -6.613
H -19.396 17.005 -6.193
H -19.771 17.384 -7.844
N -21.604 14.115 -3.066
C -21.626 15.033 -2.101
C -20.758 16.136 -2.082
C -19.749 16.133 -3.025
C -19.688 15.170 -4.022
C -20.629 14.146 -3.979
H -22.398 14.848 -1.364
H -20.893 16.950 -1.382
H -19.095 16.998 -3.044
H -19.000 15.090 -4.853
H -20.727 13.377 -4.734
N -25.009 17.288 -3.532
C -23.763 17.038 -3.929
C -22.818 18.041 -4.113
C -23.185 19.362 -3.879
C -24.432 19.601 -3.330
C -25.317 18.524 -3.174
H -23.449 16.034 -4.184
H -21.814 17.806 -4.441
H -22.405 20.111 -3.948
H -24.708 20.620 -3.095
H -26.355 18.697 -2.918
N -18.908 19.778 -4.127
C -17.667 20.207 -4.405
C -16.741 20.693 -3.493
C -17.132 20.753 -2.155
C -18.409 20.325 -1.832
C -19.258 19.832 -2.810
H -17.345 20.042 -5.427
H -15.720 20.992 -3.676
H -16.430 21.076 -1.400
H -18.777 20.323 -0.814
H -20.294 19.617 -2.581
N -20.950 24.533 2.754
C -21.485 23.323 2.958
C -20.970 22.196 2.346
C -19.841 22.316 1.517
C -19.339 23.582 1.240
C -19.948 24.644 1.895
H -22.357 23.293 3.597
H -21.383 21.209 2.505
H -19.359 21.426 1.130
H -18.421 23.694 0.681
H -19.381 25.568 1.833
N -12.032 20.614 -2.265
C -13.027 21.005 -1.478
C -14.226 20.310 -1.394
C -14.282 19.089 -2.068
C -13.269 18.683 -2.911
C -12.138 19.512 -3.002
H -12.873 21.954 -0.981
H -15.038 20.625 -0.755
H -15.237 18.574 -2.097
H -13.350 17.746 -3.445
H -11.277 19.313 -3.627
N -16.156 14.812 -5.448
C -15.643 15.780 -4.700
C -15.664 17.123 -5.062
C -16.267 17.489 -6.250
C -16.835 16.501 -7.056
C -16.765 15.198 -6.582
H -15.202 15.354 -3.805
H -15.231 17.837 -4.374
H -16.197 18.522 -6.565
H -17.187 16.755 -8.045
H -17.312 14.381 -7.040
N -14.655 20.599 -6.976
C -15.503 21.584 -7.293
C -15.705 22.702 -6.480
C -15.006 22.797 -5.289
C -14.158 21.741 -4.921
C -13.971 20.706 -5.816
H -16.135 21.463 -8.163
H -16.376 23.467 -6.844
H -15.030 23.720 -4.725
H -13.586 21.837 -4.008
H -13.208 19.948 -5.702

Cartesian forces (eV/Å) of the 6 atoms listed first:
-1.44 -0.88 0.55
1.70 -0.22 0.14
-2.67 0.37 1.31
1.55 1.00 0.62
0.63 0.41 -1.67
0.46 -0.02 -0.40

Results
- gap between HOMO and LUMO (eV) = 9.54
- LUMO energy (eV) = 0.30

Record 2
This record from the Open Molecules 2025 dataset describes C5Cl4 as an isolated structure in a non-equilibrium geometry. The level of theory is ωB97M-V/def2-TZVPD.

Element x y z (Å)
C -1.087 -0.222 0.133
C 0.342 0.449 0.931
C 0.340 -0.874 0.332
C 0.029 0.961 -0.406
C -0.006 -0.304 -1.018
Cl 0.301 1.087 2.528
Cl 0.626 -2.596 0.925
Cl -0.384 2.528 -0.865
Cl -0.162 -1.029 -2.561

Cartesian forces (eV/Å) of the 6 atoms listed first:
-0.22 -0.66 -0.08
-1.30 -0.05 -1.94
0.82 1.12 0.88
1.33 1.48 0.83
-1.49 0.49 -0.17
-0.01 -0.44 -0.82

Results
- gap between HOMO and LUMO (alpha / beta) (eV) = 5.54 / 6.37
- spin multiplicity = 3
- <S²> = 2.01
- LUMO energy (alpha / beta) (eV) = 0.38 / -4.10